{"formula": "C28H53N6O7S2", "method": "ωB97M-V/def2-TZVPD", "total_energy_ha": -2749.9580, "total_charge": 1, "orbital_gap_ev": 9.36, "de_lowest_kj_mol": 256.3, "species": ["C", "C", "C", "C", "C", "C", "C", "C", "C", "C", "N", "C", "N", "C", "C", "C", "C", "C", "N", "N", "N", "C", "C", "N", "C", "C", "C", "C", "O", "H", "H", "H", "H", "H", "H", "H", "H", "H", "H", "H", "H", "H", "H", "H", "H", "H", "H", "H", "H", "H", "H", "H", "H", "H", "H", "H", "H", "H", "H", "H", "H", "H", "H", "H", "H", "H", "O", "S", "O", "O", "C", "C", "C", "H", "H", "H", "H", "H", "H", "H", "H", "O", "S", "O", "O", "C", "C", "C", "H", "H", "H", "H", "H", "H", "H", "H"], "positions_angstrom": [[-0.52, 5.83, -3.10], [-0.74, 4.34, -2.63], [-0.85, 3.29, -3.82], [-2.34, 2.82, -4.08], [-2.69, 1.44, -3.36], [-2.57, 1.65, -1.81], [-2.92, 0.37, -0.93], [-2.39, 0.70, 0.54], [-1.90, -0.60, 1.31], [-0.37, -0.74, 1.43], [0.15, -1.91, 0.88], [1.51, -1.77, 1.16], [2.51, -2.60, 0.86], [2.31, -3.87, 0.17], [1.44, -4.83, 0.82], [1.27, -6.14, 0.15], [1.99, -6.33, -1.13], [2.80, -5.21, -1.60], [2.97, -4.01, -1.00], [1.73, -0.59, 1.83], [0.57, 0.10, 2.00], [0.27, 1.38, 2.67], [1.52, 2.29, 2.94], [2.14, 2.89, 1.74], [1.19, 3.33, 0.71], [0.21, 4.43, 1.31], [3.24, 2.13, 1.22], [4.54, 2.05, 2.11], [3.18, 1.59, 0.14], [0.59, 6.02, -3.18], [-0.94, 6.54, -2.34], [-1.00, 5.96, -4.10], [0.08, 4.04, -1.91], [-1.69, 4.33, -2.03], [-0.35, 3.72, -4.74], [-0.24, 2.40, -3.53], [-3.02, 3.60, -3.62], [-2.53, 2.75, -5.18], [-1.91, 0.72, -3.72], [-3.73, 1.16, -3.68], [-3.29, 2.46, -1.49], [-1.52, 1.98, -1.58], [-4.06, 0.32, -0.85], [-2.53, -0.60, -1.33], [-1.61, 1.51, 0.48], [-3.27, 1.11, 1.10], [-2.31, -0.57, 2.37], [-2.37, -1.51, 0.85], [3.45, -2.31, 1.14], [0.92, -4.61, 1.77], [0.64, -6.94, 0.58], [1.95, -7.28, -1.70], [3.34, -5.36, -2.57], [2.65, -0.30, 2.16], [-0.58, 1.89, 2.15], [-0.14, 1.12, 3.69], [1.23, 3.11, 3.65], [2.28, 1.66, 3.47], [0.65, 2.51, 0.17], [1.79, 3.88, -0.07], [-0.43, 4.88, 0.50], [0.87, 5.28, 1.66], [-0.40, 4.07, 2.17], [5.35, 2.73, 1.72], [4.92, 0.99, 2.19], [4.34, 2.37, 3.17], [-6.19, 1.98, -1.34], [-7.36, 1.48, -0.68], [-8.38, 0.76, -1.39], [-8.05, 2.68, 0.13], [-8.42, 3.87, -0.59], [-9.64, 3.65, -1.46], [-6.88, 0.51, 0.71], [-7.57, 4.23, -1.18], [-8.64, 4.63, 0.15], [-9.44, 2.94, -2.26], [-9.96, 4.59, -1.92], [-10.47, 3.24, -0.87], [-6.13, 1.06, 1.28], [-6.45, -0.42, 0.33], [-7.75, 0.30, 1.32], [8.94, -6.46, 0.46], [7.79, -6.96, 1.14], [6.75, -7.67, 0.45], [7.12, -5.76, 1.98], [6.74, -4.58, 1.28], [5.50, -4.79, 0.43], [8.30, -7.94, 2.52], [7.57, -4.21, 0.67], [6.53, -3.82, 2.03], [5.68, -5.50, -0.38], [5.17, -3.86, -0.02], [4.68, -5.20, 1.03], [9.07, -7.40, 3.07], [8.72, -8.87, 2.12], [7.44, -8.16, 3.14]], "lowdin_charge": [-0.1144, -0.2782, -0.2101, -0.2042, -0.1918, -0.2207, -0.1695, -0.1811, -0.0963, -0.1816, 0.2144, -0.2812, 0.1491, -0.3038, 0.0056, -0.0176, -0.0218, -0.1225, 0.0987, 0.1563, 0.0032, -0.0741, -0.1429, -0.0885, -0.2260, -0.0661, -0.4792, 0.0019, 0.0786, 0.0748, 0.0699, 0.0769, 0.0794, 0.0893, 0.1109, 0.1014, 0.1104, 0.1078, 0.1140, 0.1164, 0.1201, 0.0918, 0.1010, 0.1153, 0.0795, 0.1111, 0.1270, 0.1276, 0.1596, 0.1124, 0.1086, 0.1101, 0.1228, 0.1640, 0.1068, 0.1499, 0.1389, 0.1217, 0.1067, 0.1324, 0.0763, 0.0941, 0.0640, 0.1004, 0.0838, 0.0798, -0.2881, 0.5782, -0.2642, -0.2623, -0.2553, -0.0736, -0.1259, 0.1149, 0.1229, 0.0705, 0.0843, 0.0877, 0.0653, 0.0739, 0.0778, -0.2679, 0.5888, -0.2788, -0.2639, -0.2549, -0.0938, -0.1201, 0.1199, 0.1172, 0.0759, 0.0607, 0.0846, 0.0769, 0.0805, 0.0758]}